348
Properties=species:S:1:pos:R:3 method="wB97M-V/def2-TZVPD" e_homo_ev=-7.99 homo_lumo_gap_ev=8.02 relative_energy_kcal_mol=0.0 molar_mass_g_mol=1941.7
O 5.016 3.153 2.750
O 8.173 1.505 -1.239
O 7.682 -1.168 5.261
O 5.418 6.751 -3.121
O 6.174 -3.996 -5.914
O -0.024 -3.258 3.377
O -0.209 1.175 -6.075
O 1.787 3.449 -5.511
O 6.560 -1.670 -1.550
O -0.698 -1.936 -6.654
O -5.619 -4.550 1.629
O 4.341 -2.031 6.019
O 3.917 -2.778 -4.770
O 2.267 -5.544 5.225
O -1.402 -1.601 6.399
O 1.139 -3.489 -5.213
O -6.615 -3.368 4.019
O -7.763 2.031 1.662
O -7.389 -2.350 -0.558
O -3.615 -6.366 -0.341
O -3.789 3.839 -5.698
O -2.752 5.612 -3.872
O 8.111 0.826 3.295
O 0.588 -1.946 0.570
O 6.077 2.612 0.083
O 3.659 6.293 1.951
O 5.465 -0.642 -4.168
O -1.377 4.524 -6.137
O -1.897 4.716 -1.344
O -5.557 -4.497 -1.232
O 6.512 -3.510 0.819
O 3.992 4.572 -4.307
O 0.383 0.647 6.925
O -2.702 -3.310 4.807
N 0.158 1.299 5.670
N -4.774 2.827 -5.438
N -1.656 5.973 -0.811
N -6.752 1.482 2.572
N 5.656 -4.554 1.260
N -2.280 -5.876 -0.418
N 0.161 -0.574 0.426
C -5.328 2.834 1.041
C -5.561 1.676 4.636
C 1.193 0.092 -0.432
C 1.396 -0.457 4.632
C 1.304 1.018 4.878
C -2.823 5.153 1.207
C 5.136 -6.937 1.215
C -7.969 1.942 4.545
C -2.515 -5.685 -2.768
C -2.149 -1.211 0.966
C 6.095 -5.834 0.680
C 7.470 -6.086 1.263
C -4.246 1.815 3.874
C 2.717 1.452 5.380
C 1.816 2.109 -5.038
C -0.101 -5.671 0.606
C 4.334 -2.811 2.162
C 5.894 1.902 -1.113
C -1.548 -6.285 0.826
C 2.486 0.151 0.390
C -6.587 3.830 3.654
C 5.534 -2.194 5.218
C -2.712 6.239 0.142
C 6.495 -1.393 6.036
C -5.567 1.421 1.741
C -1.596 2.566 6.687
C -4.569 2.266 -4.076
C 5.722 -4.330 -4.571
C -1.148 -2.567 -5.483
C 0.341 1.605 -4.860
C 3.414 -5.230 1.941
C 1.063 1.731 3.528
C 7.874 -1.692 -1.931
C 6.181 -5.812 -0.846
C -6.667 2.291 3.842
C -0.328 2.659 5.861
C -0.301 -5.927 -1.849
C -5.046 3.291 -3.088
C -0.210 6.114 -0.527
C 0.647 3.208 3.588
C -6.814 -2.490 -1.886
C 4.219 -4.155 -4.486
C -0.554 3.240 4.504
C -5.580 2.852 -7.742
C -4.318 1.048 2.563
C -3.072 1.895 -3.681
C 0.925 -3.673 4.363
C -2.083 -1.220 5.233
C -1.749 -6.376 -1.658
C 4.275 -4.088 1.212
C -2.154 -5.549 2.020
C -1.508 -7.809 1.077
C -1.050 7.908 1.086
C 3.725 -3.581 -0.233
C -5.896 0.880 -6.316
C 0.594 -6.190 -0.656
C -4.920 2.030 -6.642
C -5.794 0.432 0.568
C -1.553 1.038 -0.131
C -5.529 0.982 -3.904
C -4.012 6.203 -0.641
C -5.558 0.068 -5.179
C -3.554 1.547 -7.100
C -5.468 -3.206 -1.858
C 0.773 3.590 6.551
C 1.517 -0.775 -1.696
C 4.068 5.334 2.917
C -1.935 6.339 -4.781
C -0.807 5.535 -5.339
C 1.032 -5.165 4.608
C 0.781 1.514 -0.684
C -1.219 -0.469 -0.053
C -0.144 7.529 -0.012
C -1.811 -7.893 -2.022
C 0.234 5.044 0.488
C -3.321 -2.072 5.155
C 7.140 2.010 -1.963
C 0.097 -2.680 -4.594
C 3.644 -6.531 1.096
C -0.609 1.756 -1.092
C 0.547 5.913 -1.790
C 4.694 5.827 -2.268
C 3.585 5.201 -3.120
C 7.587 0.100 2.207
C 4.634 4.243 1.976
C -5.214 -3.166 1.938
C -2.475 7.737 0.616
C 4.452 0.370 -4.210
C -6.329 -2.622 2.840
C -1.582 -1.028 -1.463
H 5.474 4.661 1.425
H 6.137 -0.381 6.265
H -8.339 -2.416 -0.678
H -3.098 -5.969 2.315
H 8.549 -1.616 -1.066
H 4.440 0.978 -5.113
H -3.022 2.428 -7.464
H -0.648 3.969 -6.414
H 6.028 -5.347 -4.401
H -3.751 5.281 1.749
H -7.492 4.159 3.108
H -4.777 -5.022 1.432
H 6.647 -1.986 6.963
H 4.862 4.911 -4.469
H 2.973 -2.696 -5.022
H 3.301 -6.396 0.075
H -7.479 -3.061 -2.504
H -5.121 -2.588 1.054
H -4.852 3.573 -8.049
H -6.035 3.508 -3.448
H -3.555 0.832 -7.894
H 6.093 -3.712 -3.742
H -4.887 3.716 1.511
H -7.885 2.355 5.545
H -0.304 5.105 -4.496
H 1.541 1.790 -1.432
H 2.731 1.416 6.468
H 0.518 -1.713 -4.373
H 5.378 5.062 -1.857
H 5.371 -1.756 4.214
H 1.982 1.522 2.903
H -0.356 8.178 -0.848
H -1.400 1.983 7.567
H -0.087 -3.078 -3.643
H -4.096 -1.853 4.379
H -2.875 3.456 -5.666
H 2.234 0.124 1.438
H -0.862 -0.696 -2.197
H -1.360 -2.124 -1.377
H -1.596 -8.020 -3.068
H 1.866 -3.213 4.113
H -2.265 -3.509 5.627
H 3.897 3.949 1.248
H 5.321 -7.129 2.266
H -1.225 -8.567 -1.467
H 4.848 -3.168 3.082
H 5.190 -5.614 -1.267
H -1.628 -3.544 -5.691
H 1.614 5.913 -1.569
H 4.984 -1.488 -4.297
H -4.795 -2.518 -1.276
H 1.469 3.868 3.830
H 3.299 7.100 2.309
H -4.016 2.845 3.662
H -0.090 0.235 -6.230
H 4.511 -2.994 -0.686
H 3.675 -2.471 5.485
H 0.462 -5.858 1.519
H 1.616 -1.045 5.516
H -2.320 -4.488 1.751
H -4.466 4.218 -3.025
H 3.442 -4.413 -0.838
H 8.382 -0.536 1.734
H -6.074 -1.592 3.176
H 0.192 4.049 0.101
H -3.454 1.421 4.527
H 2.342 2.054 -4.089
H 0.090 -6.550 -2.658
H -0.860 8.947 1.321
H -4.138 5.165 -0.979
H 5.045 -2.041 1.792
H -2.334 2.017 6.054
H 8.128 -5.314 0.876
H 1.292 0.921 7.196
H 4.767 5.615 3.715
H -0.371 5.064 1.417
H -3.483 -6.229 -2.884
H -1.559 1.463 0.897
H -5.682 0.684 5.064
H -6.418 -4.279 3.789
H -0.243 2.396 -4.420
H 1.505 -1.794 -1.314
H -5.215 2.894 -2.092
H -4.733 2.725 0.153
H 3.784 -4.543 -3.554
H -6.281 -0.466 0.971
H -6.553 1.291 -3.699
H 1.117 -3.332 -6.173
H 1.579 -5.763 -0.831
H -1.983 -5.770 -3.726
H 4.557 1.118 -3.408
H 3.427 0.720 5.024
H -8.170 0.883 4.689
H -2.622 -0.771 -1.713
H 3.719 -4.801 -5.262
H 6.007 -1.336 -2.301
H 0.731 -3.220 5.372
H -2.025 -2.280 0.874
H 2.975 4.503 -2.508
H -6.708 4.289 4.633
H -4.128 -5.662 -0.777
H -1.882 -1.920 -4.954
H -2.372 2.673 -3.978
H 0.877 -0.689 -2.567
H -3.458 1.136 1.905
H 0.967 -5.539 3.609
H 3.059 1.088 0.173
H -5.682 4.241 3.261
H 6.743 -4.954 -1.214
H 4.276 6.397 -1.461
H -8.809 2.412 4.027
H 6.010 -3.062 -6.024
H -5.160 -3.387 -2.864
H -6.911 1.301 -6.115
H 5.419 -7.850 0.672
H -1.203 -8.050 2.090
H -1.992 3.567 6.961
H 7.203 0.748 1.461
H 7.018 1.549 -2.926
H 2.353 -4.934 1.978
H -2.512 -8.209 0.930
H -2.841 -8.214 -1.983
H -5.727 -4.427 -0.257
H -2.699 -4.685 -2.421
H 7.417 -6.050 2.318
H -3.337 5.085 -4.452
H 0.880 7.822 0.270
H 2.887 5.989 -3.347
H 6.565 -6.727 -1.204
H -2.661 8.377 -0.252
H -0.296 -4.879 -2.153
H 2.966 -5.096 4.800
H -4.583 -0.381 -5.313
H 0.323 6.690 -2.581
H 5.852 3.358 3.170
H 3.217 4.829 3.432
H 2.847 -2.971 -0.006
H 6.711 -0.506 2.482
H 1.253 5.399 0.679
H 8.055 0.314 4.119
H -1.442 -1.463 4.343
H -1.579 7.251 -4.246
H -2.180 4.924 -2.226
H -1.953 5.240 1.891
H 5.043 2.258 -1.658
H 3.142 -0.690 0.138
H -0.933 -3.590 3.624
H 3.082 2.409 5.057
H 0.256 3.528 2.587
H 7.699 -7.080 0.961
H 0.731 -7.266 -0.528
H -0.890 1.421 -2.083
H 3.461 -0.060 -4.109
H -0.173 -4.610 0.440
H 0.468 0.762 -4.198
H 0.257 -5.634 5.159
H -1.969 -0.924 2.008
H -2.987 1.262 -6.200
H 5.841 -3.238 5.118
H -5.800 2.185 -8.586
H 3.016 -7.334 1.518
H -1.196 -2.200 -7.438
H -2.611 1.079 -0.385
H -0.125 6.167 -5.905
H -0.933 4.258 4.712
H -2.325 -0.152 5.205
H -6.526 0.885 -0.089
H 7.278 3.112 -2.206
H 8.130 -0.723 -2.420
H -0.707 -1.002 6.633
H -3.212 -0.974 0.821
H -6.611 -1.512 -2.295
H 1.131 3.168 7.468
H 8.441 -1.717 5.575
H 8.184 -2.455 -2.682
H 2.612 3.874 -5.293
H 3.323 -2.346 2.301
H -3.071 1.823 -2.572
H -0.858 -8.269 0.353
H -4.262 -3.233 2.457
H 0.355 4.900 -2.173
H -2.740 0.951 -4.157
H 1.004 2.113 0.200
H 0.429 -0.721 4.216
H 6.366 -3.284 -0.111
H 2.516 -0.443 -1.957
H -1.302 2.636 3.998
H 5.735 0.852 -0.876
H -7.290 -2.681 2.203
H -4.336 -0.069 2.787
H -5.501 2.281 5.544
H 2.355 1.498 -5.734
H -8.423 1.315 1.637
H -2.684 6.697 -5.509
H 2.174 -0.605 3.906
H -1.575 -5.622 2.965
H 8.395 2.069 -0.501
H -6.283 -0.725 -5.087
H 0.444 -2.153 1.530
H -5.144 0.533 -2.952
H -5.889 0.319 -7.278
H 0.221 4.522 6.856
H -6.529 3.276 -7.401
H -6.280 3.151 0.636
H -2.806 4.149 0.750
H 1.591 3.891 5.905
H -4.031 6.915 -1.447
H -4.898 0.375 -0.025
H -3.825 -2.115 6.120
H -0.828 7.324 1.968
H 3.843 -5.403 2.909
H -4.863 6.356 0.017
H 0.277 1.145 3.147
H -3.156 7.912 1.427
H 6.360 6.588 -3.064
H -0.846 2.826 -1.143
H 5.836 2.077 0.812